[1]
15
Properties=species:S:1:pos:R:3 method="wB97M-V/def2-TZVPD" e_homo_ev=-15.2375 charge=+1 gap_ev=9.73 de_lowest_ev=1.801
C 1.843 -0.663 -1.846
N 1.636 -1.161 -0.681
H 2.839 -0.671 -2.259
H 1.008 -0.097 -2.249
H 0.890 -0.661 -0.063
H 2.043 -2.047 -0.392
C -1.356 0.364 1.234
O 0.057 0.076 0.945
C -2.036 1.290 0.262
H -1.780 -0.636 1.327
H -1.369 0.687 2.276
H 0.523 0.924 1.025
H -2.423 2.178 0.744
H -1.388 1.607 -0.555
H -2.845 0.792 -0.272

---

[2]
13
Properties=species:S:1:pos:R:3 method="wB97M-V/def2-TZVPD" e_homo_ev=-13.9746 charge=+1 gap_ev=9.02 de_lowest_ev=6.069
C 0.304 3.133 0.066
C -0.027 1.986 -0.108
C -0.261 -0.712 1.190
C -0.825 -0.033 -0.053
N -0.358 -0.611 -1.322
I -2.936 0.047 0.063
H 0.728 4.029 -0.138
H -1.154 -1.216 1.688
H 0.456 -1.496 1.167
H 0.295 -0.087 1.889
H -0.326 -1.701 -1.073
H -1.060 -0.679 -2.168
H 0.546 -0.216 -1.577

---

[3]
117
Properties=species:S:1:pos:R:3 method="wB97M-V/def2-TZVPD" e_homo_ev=-9.7545 smiles=CC(C)O.CC(C)O.CC(C)O.CC(C)O.CC(C)O.CC(C)O.CC(C)O.CC(C)O.CC(C)O.O.O.O gap_ev=10.17 de_lowest_ev=4.291
C 17.763 5.025 -9.233
C 18.698 3.907 -8.892
C 19.931 4.342 -8.017
O 17.862 2.964 -8.213
H 16.983 4.704 -9.924
H 18.315 5.846 -9.691
H 17.190 5.423 -8.396
H 19.032 3.462 -9.830
H 20.528 5.172 -8.395
H 20.655 3.588 -7.709
H 19.523 4.680 -7.065
H 18.326 2.124 -8.198
C 26.857 -9.305 -9.459
C 27.673 -10.587 -9.545
C 28.656 -10.429 -10.689
O 28.573 -10.753 -8.406
H 26.788 -8.945 -8.433
H 25.816 -9.427 -9.758
H 27.228 -8.499 -10.092
H 27.226 -11.572 -9.676
H 28.050 -10.330 -11.590
H 29.348 -11.269 -10.747
H 29.302 -9.556 -10.597
H 29.118 -9.963 -8.383
C 10.218 -6.300 -19.512
C 11.440 -7.368 -19.452
C 12.597 -6.758 -18.677
O 11.037 -8.495 -18.656
H 10.538 -5.405 -20.047
H 9.794 -6.129 -18.523
H 9.475 -6.751 -20.170
H 11.802 -7.517 -20.469
H 13.387 -7.509 -18.670
H 12.298 -6.568 -17.646
H 12.989 -5.872 -19.176
H 10.417 -9.077 -19.102
C 16.597 -15.433 -17.552
C 15.482 -15.042 -16.537
C 14.853 -16.351 -16.005
O 16.171 -14.363 -15.550
H 17.157 -16.150 -16.952
H 17.134 -14.531 -17.848
H 16.153 -15.810 -18.473
H 14.782 -14.300 -16.921
H 15.453 -16.985 -15.352
H 14.396 -16.913 -16.820
H 13.992 -16.010 -15.430
H 16.826 -15.011 -15.280
C 22.023 -18.603 -13.615
C 21.891 -17.191 -12.915
C 22.308 -15.945 -13.759
O 20.555 -16.911 -12.475
H 21.586 -18.915 -14.563
H 21.712 -19.279 -12.818
H 23.056 -18.881 -13.827
H 22.580 -17.274 -12.074
H 21.926 -15.846 -14.775
H 23.345 -16.051 -14.079
H 22.272 -14.930 -13.362
H 20.765 -16.236 -11.825
C 19.066 -3.354 -4.112
C 19.956 -2.529 -5.055
C 21.459 -2.935 -5.186
O 19.434 -2.562 -6.290
H 18.025 -3.033 -4.128
H 19.313 -3.519 -3.063
H 19.033 -4.360 -4.530
H 19.905 -1.533 -4.614
H 21.946 -2.836 -4.216
H 22.005 -2.429 -5.983
H 21.510 -3.990 -5.455
H 19.403 -3.433 -6.691
C 20.332 -4.173 -21.764
C 20.538 -2.738 -21.348
C 20.298 -2.364 -19.948
O 21.824 -2.244 -21.663
H 19.781 -4.132 -22.703
H 19.670 -4.683 -21.063
H 21.294 -4.675 -21.862
H 19.812 -2.240 -21.990
H 20.763 -1.451 -19.578
H 20.562 -3.197 -19.296
H 19.247 -2.319 -19.663
H 22.471 -2.566 -21.031
C 18.261 -6.752 -13.523
C 18.540 -5.584 -12.367
C 18.044 -4.207 -12.887
O 17.718 -5.872 -11.277
H 17.196 -6.952 -13.641
H 18.655 -7.736 -13.272
H 18.626 -6.353 -14.470
H 19.572 -5.660 -12.026
H 18.671 -3.885 -13.718
H 18.017 -3.551 -12.017
H 17.051 -4.539 -13.189
H 16.838 -5.549 -11.487
C 12.851 0.999 -15.046
C 12.294 0.999 -13.596
C 11.135 2.055 -13.501
O 11.625 -0.200 -13.472
H 12.038 1.039 -15.771
H 13.375 0.068 -15.262
H 13.586 1.783 -15.224
H 13.033 1.113 -12.803
H 11.562 3.051 -13.617
H 10.648 2.073 -12.526
H 10.497 1.867 -14.364
H 10.677 -0.064 -13.399
O 12.573 -4.907 -11.205
H 11.978 -5.473 -11.696
H 12.409 -4.029 -11.550
O 18.491 -9.522 -6.789
H 19.154 -9.281 -6.142
H 18.394 -8.743 -7.336
O 11.257 -8.875 -13.444
H 11.063 -9.281 -14.289
H 11.777 -9.529 -12.977

---

[4]
10
Properties=species:S:1:pos:R:3 method="wB97M-V/def2-TZVPD" e_homo_ev=-9.1777 smiles=C#C[C@H](N)C#N gap_ev=9.82 de_lowest_ev=3.556
C -1.773 1.004 -0.110
C -0.825 0.328 0.155
C 0.209 -0.618 0.319
N 1.265 0.508 0.361
C 0.249 -1.617 -0.796
N 0.252 -2.392 -1.658
H -2.301 1.882 -0.337
H 0.134 -1.218 1.254
H 1.428 1.128 -0.430
H 1.360 0.993 1.243

---

[5]
9
Properties=species:S:1:pos:R:3 method="wB97M-V/def2-TZVPD" e_homo_ev="-9.3551 / -8.8361" smiles="IN1N=NCN1" gap_ev="7.87 / 6.89" de_lowest_ev=2.832
I 3.059 0.718 0.286
N 0.884 -0.122 -0.918
N 0.778 -1.230 -0.242
N -0.245 -1.295 0.486
C -0.988 -0.099 0.344
N -0.176 0.599 -0.619
H -2.073 -0.239 0.025
H -1.136 0.109 1.556
H -0.103 1.560 -0.919

---

[6]
108
Properties=species:S:1:pos:R:3 method="wB97M-V/def2-TZVPD" e_homo_ev=-12.9027 charge=+2 gap_ev=6.89 de_lowest_ev=0.916
Zr -0.334 0.318 0.539
F -5.846 0.887 4.508
C -5.163 0.734 3.386
C -3.810 0.432 3.431
F -3.164 0.293 4.584
C -3.146 0.300 2.233
F -1.781 0.045 2.267
C -3.716 0.446 0.985
S -2.764 0.263 -0.461
C -5.075 0.746 0.974
F -5.699 0.913 -0.186
C -5.789 0.890 2.154
F -7.075 1.198 2.113
F -2.069 3.147 -6.485
C -1.807 3.051 -5.199
C -1.923 4.159 -4.374
F -2.297 5.323 -4.867
C -1.635 4.030 -3.023
F -1.736 5.109 -2.254
C -1.249 2.821 -2.456
P -0.835 2.768 -0.681
C 0.532 3.962 -0.594
C 1.630 3.711 -1.419
C 2.742 4.534 -1.374
C 2.764 5.616 -0.503
C 1.667 5.879 0.302
C 0.550 5.059 0.258
C -2.275 3.436 0.209
C -3.514 3.563 -0.419
C -4.619 3.997 0.294
C -4.505 4.295 1.645
C -3.281 4.161 2.280
C -2.168 3.732 1.570
C -1.119 1.729 -3.312
Br -0.472 0.041 -2.724
C -1.395 1.836 -4.662
F -1.258 0.791 -5.468
H 1.603 2.884 -2.124
H 3.585 4.342 -2.026
H 3.629 6.265 -0.468
H 1.673 6.736 0.963
H -0.307 5.292 0.876
H -3.631 3.310 -1.465
H -5.571 4.100 -0.208
H -5.370 4.640 2.198
H -3.182 4.401 3.331
H -1.221 3.641 2.080
N 1.679 0.520 -0.420
C 2.757 0.842 -0.666
C 4.076 1.227 -0.974
C 4.585 0.943 -2.249
C 5.867 1.351 -2.558
C 6.625 2.033 -1.612
C 6.110 2.319 -0.353
C 4.829 1.922 -0.020
H 3.978 0.415 -2.974
H 6.279 1.141 -3.535
H 7.628 2.351 -1.863
H 6.709 2.860 0.366
H 4.397 2.166 0.940
O -0.450 -1.692 0.222
P 0.132 -3.108 0.391
N 0.127 -3.456 1.993
C 0.852 -4.552 2.683
C 0.044 -4.787 3.957
C -1.382 -4.447 3.533
C -1.173 -3.208 2.677
N -0.849 -4.054 -0.505
C -0.493 -5.471 -0.730
C -1.355 -5.895 -1.926
C -1.722 -4.577 -2.613
C -1.902 -3.624 -1.442
N 1.683 -3.114 -0.143
C 2.875 -3.790 0.413
C 3.700 -4.149 -0.820
C 3.361 -3.026 -1.797
C 1.861 -2.853 -1.589
H 1.876 -4.250 2.904
H 0.874 -5.456 2.068
H 0.377 -4.101 4.739
H 0.162 -5.802 4.329
H -2.051 -4.264 4.371
H -1.805 -5.251 2.928
H -1.080 -2.313 3.300
H -1.974 -3.048 1.952
H -0.707 -6.075 0.155
H 0.578 -5.560 -0.949
H -2.255 -6.397 -1.573
H -0.827 -6.585 -2.580
H -2.620 -4.656 -3.222
H -0.908 -4.234 -3.257
H -2.885 -3.757 -0.981
H -1.790 -2.572 -1.695
H 2.609 -4.672 0.992
H 3.417 -3.097 1.062
H 3.373 -5.109 -1.224
H 4.761 -4.226 -0.591
H 3.608 -3.259 -2.831
H 3.887 -2.110 -1.517
H 1.293 -3.574 -2.189
H 1.514 -1.850 -1.840
Cl 0.420 0.959 4.726
C 1.625 0.826 3.477
Cl 1.448 -0.736 2.573
C 1.445 1.869 2.359
O 2.352 2.566 1.997
O 0.256 1.789 1.817
H 2.628 0.830 3.889

---

| no. | electronic energy (eV) |
| --- | --- |
| 1 | -6802.510 |
| 2 | -13839.187 |
| 3 | -53828.736 |
| 4 | -7189.132 |
| 5 | -15142.436 |
| 6 | -209647.810 |